{
  "formula": "H2N2O5Si",
  "method": "ωB97M-V/def2-TZVPD",
  "species": ["N", "N", "O", "O", "O", "O", "O", "Si", "H", "H"],
  "positions_angstrom": [[-1.489, -1.980, 0.503], [1.877, -2.388, 0.226], [1.262, -1.165, -0.082], [-1.805, -3.099, 0.507], [1.277, -3.295, 0.701], [-1.794, -1.397, -0.926], [-1.229, -0.183, -1.228], [-0.032, 0.324, -0.304], [0.462, 1.251, -1.279], [-0.226, 0.371, 1.127]],
  "mulliken_charge": [0.304, 0.391, -0.434, -0.308, -0.318, -0.069, -0.042, 0.600, -0.079, -0.044],
  "homo_ev": [-8.6, -9.7],
  "charge": 0,
  "multiplicity": 3,
  "total_energy_ha": -776.0289,
  "e_lumo_ev": [0.2, -3.3],
  "orbital_gap_ev": [8.794, 6.431]
}